# 1
17
Properties=species:S:1:pos:R:3:lowdin_charge:R:1 method="wB97M-V/def2-TZVPD" charge=0 molar_mass_da=102.14 e_above_lowest_kcal_mol=89.93 homo_ha=-0.2863 max_force_ha_per_bohr=0.06693 spin_multiplicity=1
C 1.363 -1.013 0.351 -0.042
C -0.928 -0.716 -1.592 -0.192
C -1.176 1.529 1.418 -0.040
N 0.594 -0.061 0.941 0.028
C -0.666 0.445 0.505 -0.401
O 1.705 -0.589 -1.368 -0.190
N -1.280 0.185 -0.576 0.019
H 2.199 0.239 -1.464 0.055
H 1.097 0.599 1.519 0.131
H 0.831 -1.903 0.049 0.103
H 2.342 -1.149 0.801 0.114
H -1.582 -0.583 -2.453 0.049
H 0.395 -0.634 -1.789 0.084
H -0.960 -1.764 -1.280 0.057
H -2.087 1.942 0.993 0.076
H -0.450 2.339 1.535 0.074
H -1.399 1.134 2.412 0.076

=====

# 2
17
Properties=species:S:1:pos:R:3:lowdin_charge:R:1 method="wB97M-V/def2-TZVPD" charge=0 molar_mass_da=102.14 e_above_lowest_kcal_mol=116.59 homo_ha=-0.3231 max_force_ha_per_bohr=0.07391 spin_multiplicity=1 smiles="N/C=N/O.C=CC"
N 0.940 0.599 -2.026 0.055
C 0.773 1.228 -0.820 -0.312
N 1.532 0.887 0.192 -0.055
O 1.411 1.828 1.250 -0.070
H 1.519 0.940 -2.776 0.087
H 1.029 -0.407 -2.059 0.089
H 0.304 2.211 -0.858 0.136
H 2.113 1.573 1.863 0.093
C -2.297 -1.142 -0.109 -0.016
C -1.217 -0.585 0.408 -0.281
C -0.167 -1.159 1.241 -0.131
H -2.584 -2.154 0.145 0.051
H -2.996 -0.584 -0.717 0.047
H -0.845 0.400 -0.083 0.081
H -0.200 -0.793 2.268 0.070
H -0.160 -2.248 1.239 0.073
H 0.844 -0.595 0.842 0.084

=====

# 3
17
Properties=species:S:1:pos:R:3:lowdin_charge:R:1 method="wB97M-V/def2-TZVPD" charge=0 molar_mass_da=102.14 e_above_lowest_kcal_mol=104.86 homo_ha=-0.3188 max_force_ha_per_bohr=0.09154 spin_multiplicity=1 smiles="[H]/N=C/N(C)OCC"
H -2.599 -2.141 -0.010 0.009
N -1.703 -1.730 0.069 0.092
C -1.874 -0.455 -0.181 -0.238
N -0.783 0.345 -0.035 -0.231
C -0.861 1.717 0.134 -0.099
O 0.163 -0.007 0.956 -0.131
C 1.216 -0.891 0.388 -0.271
C 2.163 -0.207 -0.413 -0.134
H -2.737 0.127 -0.691 0.158
H -1.535 1.871 1.044 0.118
H 0.126 2.158 0.098 0.088
H -1.378 2.309 -0.649 0.091
H 1.551 -1.278 1.373 0.132
H 0.708 -1.708 -0.259 0.131
H 1.838 -0.106 -1.465 0.088
H 2.586 0.769 0.040 0.112
H 3.119 -0.772 -0.397 0.086

=====

# 4
17
Properties=species:S:1:pos:R:3:lowdin_charge:R:1 method="wB97M-V/def2-TZVPD" charge=0 molar_mass_da=102.14 e_above_lowest_kcal_mol=45.80 homo_ha=-0.3197 max_force_ha_per_bohr=0.04143 spin_multiplicity=1 smiles="CN(C)C(=O)CN"
C -2.186 -0.387 0.252 -0.071
N -0.835 0.109 0.043 -0.181
C -0.617 1.405 -0.588 -0.045
C 0.135 -0.867 0.035 -0.469
O 0.062 -1.936 -0.547 0.088
C 1.461 -0.476 0.684 -0.203
N 2.339 -0.054 -0.396 0.017
H -2.347 -1.117 1.044 0.084
H -2.868 0.442 0.434 0.081
H -2.572 -0.952 -0.614 0.086
H 0.069 1.271 -1.421 0.083
H -0.075 2.025 0.143 0.084
H -1.511 1.924 -0.888 0.081
H 1.196 0.329 1.368 0.107
H 1.855 -1.289 1.311 0.117
H 2.750 -0.861 -0.837 0.072
H 3.143 0.436 -0.022 0.069